C27H25FeN7O7 as an isolated structure. Source: the Open Molecules 2025 dataset; level of theory: ωB97M-V with the def2-TZVPD basis set.

Calculated values
HOMO (alpha / beta) = -1.66 / -1.61 eV
Relative energy (zero: lowest compared OMol25 entry of this formula, charge and spin) = 3.0 kcal/mol
Charge = -2

Cartesian coordinates (Å):
Fe: -0.4220 0.9605 0.1325
O: -3.8409 -2.9810 1.4497
C: -3.7693 -3.1330 0.1199
C: -4.4678 -4.1948 -0.4622
C: -4.4599 -4.3768 -1.8335
C: -3.7551 -3.5048 -2.6560
C: -3.0453 -2.4630 -2.0803
C: -3.0256 -2.2638 -0.7036
C: -2.1928 -1.1455 -0.1543
O: -1.4169 -0.5245 -0.9279
N: -2.3388 -0.9258 1.1433
N: -1.5448 0.1350 1.5458
C: -1.3331 0.2561 2.7997
C: -0.5016 1.2791 3.4027
C: -0.2795 1.2072 4.7778
C: 0.5020 2.1289 5.4521
C: 1.0779 3.1664 4.7135
C: 0.8749 3.2729 3.3552
C: 0.0836 2.3387 2.6322
O: -0.1235 2.4952 1.3773
H: -3.3479 -2.1140 1.6486
H: -5.0192 -4.8585 0.1927
H: -5.0116 -5.2051 -2.2647
H: -3.7507 -3.6421 -3.7300
H: -2.4703 -1.7692 -2.6814
H: -1.7915 -0.4772 3.4664
H: -0.7371 0.3877 5.3261
H: 0.6698 2.0426 6.5186
H: 1.7011 3.9007 5.2155
H: 1.3235 4.0767 2.7831
O: 3.3561 -0.4043 0.6183
C: 2.2652 0.1267 0.3697
O: 1.1577 -0.0673 0.9560
C: 2.1980 1.1286 -0.7785
C: 3.2716 1.6077 -1.5071
C: 3.0217 2.5323 -2.5168
C: 1.7207 2.9512 -2.7692
C: 0.6969 2.4273 -1.9967
N: 0.9644 1.5417 -1.0476
C: -0.7889 2.7938 -2.0822
O: -1.1315 3.5359 -3.0131
O: -1.4913 2.2801 -1.1690
H: 4.2631 1.2508 -1.2641
H: 3.8436 2.9310 -3.1013
H: 1.4701 3.6691 -3.5381
C: 0.4151 -3.0026 -2.2114
N: 1.2807 -2.3295 -1.2573
C: 2.6621 -2.4476 -1.7086
N: 3.0798 -3.8605 -1.8453
C: 2.1623 -4.5112 -2.7809
N: 0.7625 -4.4309 -2.3643
C: 0.6537 -5.0457 -1.0359
N: 1.5238 -4.4137 -0.0431
C: 1.1550 -2.9834 0.0407
C: 2.9011 -4.4910 -0.5308
H: 0.4976 -2.5101 -3.1839
H: -0.6171 -2.9276 -1.8720
H: 3.3152 -1.9522 -0.9900
H: 2.7626 -1.9577 -2.6813
H: 2.4422 -5.5663 -2.8750
H: 2.2642 -4.0343 -3.7598
H: 0.9186 -6.1055 -1.1173
H: -0.3824 -4.9652 -0.6996
H: 1.7968 -2.4737 0.7594
H: 0.1209 -2.9014 0.3820
H: 3.1919 -5.5446 -0.6055
H: 3.5546 -3.9900 0.1858

Now the Löwdin charges, all in e:
1. Fe 0.58
2. O 0.02
3. C -0.29
4. C -0.04
5. C -0.12
6. C -0.11
7. C -0.05
8. C -0.08
9. C -0.44
10. O -0.04
11. N 0.05
12. N -0.04
13. C -0.07
14. C -0.14
15. C -0.09
16. C -0.15
17. C -0.14
18. C -0.03
19. C -0.36
20. O -0.09
21. H 0.06
22. H 0.10
23. H 0.09
24. H 0.09
25. H 0.12
26. H 0.12
27. H 0.10
28. H 0.07
29. H 0.08
30. H 0.10
31. O -0.02
32. C -0.59
33. O -0.03
34. C -0.14
35. C -0.01
36. C -0.07
37. C -0.01
38. C -0.14
39. N 0.09
40. C -0.61
41. O -0.03
42. O -0.04
43. H 0.11
44. H 0.09
45. H 0.11
46. C -0.17
47. N -0.07
48. C -0.17
49. N -0.09
50. C -0.21
51. N -0.09
52. C -0.19
53. N -0.09
54. C -0.15
55. C -0.19
56. H 0.13
57. H 0.09
58. H 0.10
59. H 0.12
60. H 0.11
61. H 0.11
62. H 0.11
63. H 0.12
64. H 0.11
65. H 0.13
66. H 0.11
67. H 0.12

C27H25GdN4O4S2 as an isolated structure at a distorted geometry. Source: the Open Molecules 2025 dataset; level of theory: ωB97M-V with the def2-TZVPD basis set.

Calculated values
HOMO (alpha / beta) = -7.82 / -7.78 eV
Relative energy (zero: lowest compared OMol25 entry of this formula, charge and spin) = 0.0 kcal/mol
2S+1 = 8
Charge = 0
<S²> = 16.03

Cartesian coordinates (Å):
Gd: 1.1009 -0.0921 -1.9330
O: 2.1150 3.5128 0.7506
C: 1.4506 3.1282 1.8558
C: 1.3037 4.0898 2.8634
C: 0.6405 3.7782 4.0271
C: 0.1061 2.5048 4.2237
C: 0.2477 1.5638 3.2272
C: 0.9100 1.8492 2.0304
C: 0.9933 0.8227 0.9567
O: 1.6666 1.1098 -0.1086
N: 0.2936 -0.2652 1.1423
N: 0.3165 -1.1025 0.0207
C: -0.5675 -2.0400 0.0651
C: -0.9213 -2.9871 -0.9819
C: -1.7899 -4.0168 -0.6011
C: -2.2315 -4.9602 -1.5051
C: -1.8072 -4.8586 -2.8313
C: -0.9677 -3.8470 -3.2431
C: -0.4974 -2.8890 -2.3278
O: 0.3073 -1.9357 -2.7335
H: 2.1588 2.7272 0.1589
H: 1.7281 5.0678 2.6983
H: 0.5431 4.5338 4.7973
H: -0.4032 2.2573 5.1409
H: -0.1521 0.5695 3.3541
H: -1.1392 -2.1106 0.9990
H: -2.1115 -4.0669 0.4308
H: -2.8897 -5.7565 -1.1974
H: -2.1451 -5.5858 -3.5587
H: -0.6387 -3.7664 -4.2693
S: 3.3185 0.5605 -3.5399
C: 3.9486 -0.5483 -2.3586
N: 3.2276 -1.1542 -1.4501
C: 3.9846 -1.9648 -0.6249
C: 3.5161 -2.7277 0.4355
C: 4.4220 -3.4818 1.1502
C: 5.7834 -3.4866 0.8246
C: 6.2588 -2.7293 -0.2270
C: 5.3439 -1.9686 -0.9455
S: 5.6408 -0.9241 -2.2965
H: 2.4683 -2.7336 0.7029
H: 4.0735 -4.0793 1.9761
H: 6.4675 -4.0878 1.4041
H: 7.3058 -2.7256 -0.4806
O: -1.0100 1.0555 -1.6829
C: -2.1196 1.3368 -1.1887
C: -3.2026 1.9981 -1.9913
C: -3.4502 3.4370 -1.5271
C: -4.3095 3.5539 -0.2759
C: -3.7399 2.9153 0.9813
C: -3.5166 1.4168 0.8649
N: -2.3220 1.0796 0.1093
H: -4.1219 1.4142 -1.9233
H: -2.8687 1.9692 -3.0285
H: -3.9369 3.9763 -2.3418
H: -2.4872 3.9327 -1.3822
H: -5.2830 3.0968 -0.4883
H: -4.5104 4.6084 -0.0832
H: -4.4256 3.0948 1.8111
H: -2.7914 3.3820 1.2575
H: -4.3852 0.9202 0.4151
H: -3.3818 0.9622 1.8469
H: -1.5162 0.6668 0.6053

Now the Löwdin charges, all in e:
1. Gd 1.50
2. O 0.07
3. C -0.26
4. C -0.01
5. C -0.09
6. C -0.10
7. C -0.04
8. C -0.08
9. C -0.45
10. O -0.20
11. N 0.04
12. N -0.12
13. C -0.07
14. C -0.14
15. C -0.06
16. C -0.10
17. C -0.08
18. C -0.01
19. C -0.35
20. O -0.26
21. H 0.08
22. H 0.12
23. H 0.10
24. H 0.10
25. H 0.10
26. H 0.13
27. H 0.11
28. H 0.10
29. H 0.10
30. H 0.12
31. S 0.49
32. C -1.15
33. N -0.11
34. C -0.30
35. C -0.01
36. C -0.08
37. C -0.09
38. C -0.09
39. C -0.47
40. S 1.05
41. H 0.10
42. H 0.10
43. H 0.10
44. H 0.11
45. O -0.10
46. C -0.43
47. C -0.09
48. C -0.18
49. C -0.21
50. C -0.18
51. C -0.17
52. N 0.12
53. H 0.13
54. H 0.13
55. H 0.11
56. H 0.13
57. H 0.12
58. H 0.11
59. H 0.11
60. H 0.12
61. H 0.13
62. H 0.13
63. H 0.12

C27H25LiN as an isolated structure at a distorted geometry. Source: the Open Molecules 2025 dataset; level of theory: ωB97M-V with the def2-TZVPD basis set.

Calculated values
HOMO = -8.77 eV
Charge = +1

Cartesian coordinates (Å):
C: -0.6287 -4.4284 2.5754
Li: 2.3598 -4.5266 0.0256
C: -1.1278 -3.1369 2.2738
C: -0.0481 -2.3143 1.8476
C: 1.1421 -3.1140 1.8335
C: 0.7798 -4.4437 2.2753
C: 1.7821 -5.4195 2.3412
C: 3.1116 -5.0695 2.0910
C: 3.4673 -3.7572 1.7388
C: 2.4734 -2.8053 1.5221
H: -1.1820 -5.2837 2.9587
H: -2.1673 -2.8228 2.3667
H: -0.0721 -1.2449 1.6437
H: 1.5163 -6.4345 2.6475
H: 3.8994 -5.8217 2.2085
H: 4.5104 -3.4991 1.5581
H: 2.6916 -1.7834 1.2194
C: -2.7664 -1.4199 -0.5355
C: -2.5728 0.0350 -0.5708
N: -3.6070 0.8972 -0.6667
C: -5.0053 0.5069 -0.6486
C: -3.1506 2.2173 -0.6957
C: -1.7427 2.1906 -0.5944
C: -1.0733 3.4141 -0.5282
C: -1.8080 4.6077 -0.6369
C: -3.2087 4.5950 -0.7442
C: -3.9063 3.3793 -0.7611
C: -1.3482 0.7695 -0.5566
C: -0.0724 0.2231 -0.5432
C: 1.1142 0.9731 -0.8842
C: 1.1389 1.8903 -1.9710
C: 2.2672 2.6459 -2.2523
C: 3.4240 2.5239 -1.4671
C: 4.6012 3.4166 -1.7276
C: 3.4448 1.5650 -0.4430
C: 2.3219 0.8019 -0.1530
H: -1.8000 -1.8948 -0.7236
H: -3.1145 -1.7580 0.4502
H: -3.4847 -1.7563 -1.2929
H: -5.6190 1.4037 -0.7270
H: -5.2320 -0.1628 -1.4862
H: -5.2495 -0.0101 0.2866
H: 0.0051 3.4336 -0.3896
H: -1.2818 5.5605 -0.6298
H: -3.7563 5.5358 -0.8126
H: -4.9868 3.3199 -0.8266
H: 0.0318 -0.8446 -0.3475
H: 0.2414 1.9979 -2.5881
H: 2.2521 3.3546 -3.0796
H: 5.4241 3.1713 -1.0475
H: 4.9676 3.3164 -2.7580
H: 4.3483 4.4761 -1.5793
H: 4.3618 1.4377 0.1304
H: 2.3342 0.0920 0.6743

Now the Löwdin charges, all in e:
1. C -0.07
2. Li 0.78
3. C -0.12
4. C -0.11
5. C -0.26
6. C -0.24
7. C -0.07
8. C -0.18
9. C -0.19
10. C -0.12
11. H 0.09
12. H 0.08
13. H 0.07
14. H 0.12
15. H 0.11
16. H 0.11
17. H 0.08
18. C 0.02
19. C -0.14
20. N -0.01
21. C 0.03
22. C -0.15
23. C -0.09
24. C 0.00
25. C -0.05
26. C -0.05
27. C 0.01
28. C -0.07
29. C 0.10
30. C -0.20
31. C -0.04
32. C -0.02
33. C -0.25
34. C -0.04
35. C -0.02
36. C 0.00
37. H 0.09
38. H 0.10
39. H 0.10
40. H 0.09
41. H 0.11
42. H 0.12
43. H 0.11
44. H 0.11
45. H 0.12
46. H 0.11
47. H 0.10
48. H 0.13
49. H 0.13
50. H 0.08
51. H 0.09
52. H 0.09
53. H 0.12
54. H 0.10

no.,electronic energy (eV)
1,-87559.7497
2,-85065.3225
3,-30093.6226